{"formula": "CH5NO4S", "method": "ωB97M-V/def2-TZVPD", "symbols": ["O", "H", "O", "S", "N", "O", "H", "O", "H", "H", "H", "C"], "coordinates": [[-1.828404, -0.121148, 1.407493], [-1.219643, -2.166595, -0.341166], [1.390637, -0.500105, 0.165006], [-1.225799, 0.121377, 0.145792], [-1.299559, -1.304281, -0.726405], [1.066585, 1.733835, 0.273419], [0.218762, 0.424266, 2.376180], [-1.570938, 1.292407, -0.618273], [2.346916, -0.402399, 0.147343], [0.385032, 2.342304, 0.001754], [-1.082045, -1.118878, -1.651902], [0.591156, 0.540188, 0.604096]], "forces_ev_per_a": [[-0.8, -0.5, 0.1], [0.4, -2.7, 1.6], [-1.2, -0.1, 0.2], [1.7, -0.1, 1.0], [-0.9, 5.2, 0.4], [0.7, -0.1, -0.2], [1.1, 0.3, -3.6], [-0.4, -0.7, -0.7], [0.0, 0.8, 0.3], [-0.8, 0.4, -0.1], [0.5, -0.3, -2.0], [-0.4, -2.2, 3.0]], "multiplicity": 1, "e_homo_ev": -9.1, "charge": 0, "homo_lumo_gap_ev": 9.5, "e_above_lowest_kj_mol": 373.84}